Model A:
{
  "formula": "C6H5NOS2",
  "method": "ωB97M-V/def2-TZVPD",
  "elements": ["N", "C", "C", "C", "C", "C", "C", "O", "S", "S", "H", "H", "H", "H", "H"],
  "positions_angstrom": [[4.50475, -0.52997, 0.05563], [3.43360, -0.09352, 0.00570], [2.05579, 0.22213, 0.16009], [1.19405, -0.78307, -0.23543], [-0.19101, -0.70534, -0.48250], [-0.84168, 0.50641, -0.35503], [-2.41907, 0.50528, 0.01726], [-2.56195, -0.75588, 0.86727], [0.13198, 2.00929, -0.55021], [1.55490, 1.69662, 0.83100], [1.66535, -1.66724, -0.96456], [-0.81387, -1.60202, -0.49100], [-3.18310, 0.29278, -0.97775], [-2.60091, 1.68741, 0.39677], [-1.92883, -0.78289, 1.72274]],
  "gap_ev": 7.4,
  "smiles": "N#CC1=CC=C(CO)SS1"
}

Model B:
{
  "formula": "C6H5NOS2",
  "method": "ωB97M-V/def2-TZVPD",
  "elements": ["O", "N", "C", "C", "C", "S", "C", "C", "C", "S", "H", "H", "H", "H", "H"],
  "positions_angstrom": [[3.61355, 0.05490, -0.96463], [2.60434, -0.10829, -0.30567], [1.90871, -1.16084, -0.09629], [0.72595, -1.06523, 0.71370], [-0.20581, -0.07933, 0.17013], [-1.90950, -0.14286, -0.26122], [-1.97610, 1.53334, -0.53748], [-0.76442, 2.13397, -0.29973], [0.17132, 1.21874, 0.04656], [2.04068, 1.43385, 0.52543], [2.00854, -2.03775, -0.73878], [0.85464, -0.66089, 1.68667], [0.22981, -2.05564, 0.73621], [-2.77082, 2.07946, -0.82270], [-0.50939, 3.13243, -0.28418]],
  "gap_ev": 9.2,
  "smiles": "[O-][N+]1=CCc2sccc2S1"
}

The computed energies, referenced to the most stable structure and given in kcal/mol, are model A 8.9; model B 0.0.